A molecular structure, C25H27AsAuN2OS2, computed with ωB97M-V with the def2-TZVPD basis set.

Calculated values
molar mass = 707.5 g/mol
HOMO energy = -11.087 eV
relative energy (zero: lowest compared OMol25 entry of this formula, charge and spin) = 11.0 kcal per mole
gap between HOMO and LUMO = 6.538 eV

Geometry as ORCA input:
```
! RIJCOSX wB97M-V def2-TZVPD def2/J DEFGRID3
* xyz 1 1
Au 0.866 0.712 0.487
C 0.565 5.062 1.236
C 0.172 3.615 1.098
N 0.947 2.811 0.441
N 2.015 3.379 -0.285
C 2.882 2.549 -0.702
S 3.071 0.892 -0.128
S 4.055 3.199 -1.825
C 4.592 1.714 -2.745
C 3.477 1.025 -3.500
C 3.309 -0.347 -3.372
C 2.326 -1.012 -4.098
C 1.478 -0.301 -4.935
C 1.625 1.080 -5.049
C 2.625 1.735 -4.343
C -1.079 3.168 1.711
C -1.773 4.080 2.535
C -2.996 3.793 3.079
C -3.574 2.546 2.835
C -2.903 1.622 2.066
C -1.662 1.920 1.486
O -1.140 0.954 0.699
H 1.418 5.286 0.611
H 0.835 5.261 2.274
H -0.259 5.717 0.957
H 5.085 1.031 -2.060
H 5.342 2.122 -3.425
H 3.963 -0.907 -2.712
H 2.234 -2.089 -4.016
H 0.712 -0.814 -5.503
H 0.963 1.646 -5.694
H 2.748 2.807 -4.453
H -1.321 5.035 2.760
H -3.511 4.526 3.685
H -4.541 2.300 3.257
H -3.319 0.643 1.858
C 1.471 -2.986 0.544
As 0.159 -1.589 0.574
C -0.872 -1.908 -1.005
C -0.882 -1.962 2.166
C -1.740 -3.186 2.007
C -1.384 -4.379 2.627
C -2.191 -5.506 2.504
C -3.352 -5.451 1.745
C -3.712 -4.262 1.117
C -2.914 -3.136 1.253
H 0.964 -3.949 0.555
H 2.121 -2.902 1.413
H 2.075 -2.896 -0.357
H -1.339 -2.886 -0.944
H -0.186 -1.872 -1.849
H -1.626 -1.133 -1.118
H -1.468 -1.073 2.387
H -0.145 -2.093 2.956
H -0.482 -4.425 3.227
H -1.913 -6.423 3.007
H -3.981 -6.327 1.650
H -4.617 -4.214 0.524
H -3.213 -2.202 0.789
*
```

natural (NBO) population analysis, charges in e, atoms 1 to 8: Au 1.028; C -0.690; C 0.378; N -0.392; N -0.346; C -0.072; S -0.126; S 0.350

---

A molecular structure, C25H27AsCl2OV, computed with ωB97M-V with the def2-TZVPD basis set.

Calculated values
molar mass = 540.3 g/mol
HOMO energy (alpha / beta) = -2.225 / -2.653 eV
gap between HOMO and LUMO (alpha / beta) = 4.697 / 5.125 eV

Geometry as ORCA input:
```
! RIJCOSX wB97M-V def2-TZVPD def2/J DEFGRID3
* xyz -1 3
V 0.268 2.597 -1.606
Cl 0.640 4.432 -2.780
Cl -0.681 2.830 0.397
C 1.769 1.160 -1.954
H 2.562 0.420 -2.346
H 2.530 1.610 -1.237
C -0.594 1.097 -2.790
C 0.817 0.298 -3.023
H -1.338 0.517 -2.218
C 1.332 0.434 -4.484
H 0.874 -0.759 -2.691
C 0.988 1.763 -5.127
H 2.406 0.315 -4.468
H 0.953 -0.347 -5.126
C -0.493 2.104 -5.213
H 1.525 2.585 -4.600
H 1.372 1.775 -6.128
C -1.281 1.861 -3.921
H -0.657 3.136 -5.509
H -0.954 1.542 -6.046
H -1.657 2.790 -3.515
H -2.217 1.370 -4.204
O 0.152 -0.249 -0.383
As -0.150 -0.721 1.198
C -2.004 -0.329 1.576
C -2.535 -0.604 2.836
C -3.867 -0.243 3.119
C -4.645 0.386 2.134
C -4.114 0.626 0.874
C -2.795 0.250 0.560
C 0.316 -2.594 1.457
C 1.603 -3.025 1.054
C 2.021 -4.308 1.416
C 1.186 -5.170 2.105
C -0.135 -4.759 2.437
C -0.549 -3.468 2.083
C 1.019 0.335 2.328
C 2.390 0.256 2.143
C 3.253 0.858 3.089
C 2.691 1.548 4.161
C 1.326 1.699 4.300
C 0.456 1.103 3.357
H -1.931 -1.086 3.594
H -4.275 -0.449 4.101
H -5.672 0.679 2.363
H -4.720 1.107 0.098
H -2.374 0.407 -0.411
H 2.237 -2.357 0.473
H 3.042 -4.634 1.141
H 1.516 -6.168 2.391
H -0.798 -5.436 2.946
H -1.585 -3.153 2.310
H 2.808 -0.273 1.285
H 4.325 0.764 2.969
H 3.366 1.990 4.922
H 0.891 2.260 5.128
H -0.611 1.229 3.434
*
```

natural (NBO) population analysis, charges in e, atoms 1 to 8: V 0.966; Cl -0.550; Cl -0.581; C -1.072; H 0.269; H 0.325; C -0.549; C -0.099